Entry 1:
Computed, not measured: a 2-piece molecular cluster, CH6O2 overall at a distorted geometry, with ωB97M-V/def2-TZVPD.

Element x y z (Å)
O -0.573 3.053 5.155
O 0.181 -0.851 -2.851
C 0.478 -2.355 -2.958
H 1.485 -2.583 -3.448
H 0.565 -2.660 -1.835
H -0.389 -2.896 -3.347
H 0.618 -0.764 -2.056
H -1.372 2.828 5.735
H -0.636 2.592 4.261

## Properties
Energy relative to the best compared isomer or geometry (same formula, charge and spin) in kcal per mole: 36.7
Spin multiplicity: 2
Net charge: +1
⟨S²⟩: 0.754



Entry 2:
Computed, not measured: a 5-piece molecular cluster, C16H46N4O5 overall at a distorted geometry, with ωB97M-V/def2-TZVPD.

Element x y z (Å)
O 3.672 1.469 0.461
O 5.945 -2.118 3.529
O 1.154 -1.404 -3.181
O -6.204 -1.935 -3.712
O -1.852 2.904 1.976
N 3.135 -2.679 3.449
N -3.074 -0.099 -3.385
N 1.601 0.942 -1.741
N -0.858 6.148 3.276
C 3.120 -2.340 1.091
C 0.399 -1.289 -1.967
C 1.109 -0.277 -1.071
C -3.348 -2.435 -4.201
C -2.504 1.706 2.399
C 0.154 0.182 0.033
C -0.639 4.902 2.556
C -7.313 -2.176 -2.859
C 0.851 4.530 2.439
C 6.926 -1.238 3.964
C 5.154 -1.671 2.445
C -5.240 -1.129 -3.025
C -1.508 3.749 3.055
C 0.318 -1.854 -4.223
C 4.021 -2.663 2.277
C -4.006 -1.134 -3.929
H -1.011 5.061 1.539
H -0.634 -0.946 -2.106
H -4.322 -0.708 -4.889
H 3.207 1.445 -0.394
H 3.047 1.092 1.088
H 2.542 -1.446 1.326
H -0.534 -1.195 -4.426
H 1.703 0.530 -2.681
H 3.742 -2.033 0.245
H 1.944 -0.836 -0.644
H -3.547 0.796 -3.337
H 4.488 -3.643 2.117
H -2.444 4.115 3.482
H -5.007 -1.610 -2.070
H 1.293 4.200 3.386
H 3.587 -2.967 4.306
H 7.564 -0.952 3.112
H -1.850 1.195 3.106
H 0.803 1.561 -1.892
H 0.008 -0.480 0.894
H -0.126 -2.828 -4.000
H -0.414 6.197 4.185
H 0.871 -1.870 -5.161
H 6.525 -0.282 4.334
H -0.439 6.889 2.728
H -6.956 -2.684 -1.957
H 7.550 -1.651 4.753
H 0.328 -2.282 -1.516
H 5.811 -1.586 1.573
H 0.588 1.049 0.537
H -7.840 -1.282 -2.514
H -5.679 -0.133 -2.938
H -0.848 0.374 -0.354
H -0.872 3.243 3.794
H -3.462 2.077 2.782
H -4.104 -3.217 -4.332
H -2.708 1.139 1.493
H -2.322 0.038 -4.053
H 2.352 -3.290 3.263
H -2.754 -2.516 -5.112
H 1.030 3.608 1.872
H 4.744 -0.690 2.720
H -8.029 -2.830 -3.352
H 2.508 -3.198 0.821
H 1.434 5.328 1.986
H -2.781 -2.874 -3.373

## Properties
Structure (SMILES): COC[C@H](C)N.COC[C@H](C)N.COC[C@H](C)N.COC[C@H](C)N.O
Energy relative to the best compared isomer or geometry (same formula, charge and spin) in kcal per mole: 34.4
Net charge: 0